Below is C14H13AsF6N3O2Rh as an isolated structure in a non-equilibrium geometry, with properties calculated with ωB97M-V with the def2-TZVPD basis set.

## Properties
Net charge: +1
E (eV): -103438.989
Multiplicity: 2
HOMO-LUMO gap (spin up / spin down) (eV): 4.796 / 4.491
E_HOMO (spin up / spin down) (hartree): -0.423 / -0.422
LUMO energy (spin up / spin down) (eV): -6.7 / -7.0

Cartesian coordinates (Å):
Rh: 0.4637 1.1119 0.6488
O: 0.7745 -3.6218 -2.0537
C: 1.1216 -2.6984 -2.9399
C: 1.4309 -3.1383 -4.2331
C: 1.7715 -2.2411 -5.2174
C: 1.7848 -0.8660 -4.9548
C: 1.5221 -0.4082 -3.6884
C: 1.2004 -1.3022 -2.6543
C: 0.9460 -0.7749 -1.3399
O: 1.0929 0.4912 -1.1065
N: 0.5538 -1.5823 -0.3349
N: 0.3894 -0.9613 0.7922
C: -0.1819 -1.4084 1.8880
C: -0.5005 -0.4243 2.8585
C: -1.0959 -0.7062 4.0953
C: -1.3686 0.3243 4.9658
C: -1.0885 1.6345 4.5874
C: -0.5243 1.8616 3.3445
N: -0.2000 0.8668 2.5251
H: 0.5480 -3.2328 -1.1948
H: 1.3782 -4.2006 -4.4254
H: 2.0125 -2.6001 -6.2083
H: 1.9948 -0.1599 -5.7448
H: 1.5477 0.6491 -3.4679
H: -0.4385 -2.4550 1.9851
H: -1.3358 -1.7344 4.3275
H: -1.8206 0.1361 5.9295
H: -1.3282 2.4666 5.2324
H: -0.3704 2.8727 2.9925
F: -1.2722 2.6124 0.3447
As: -2.7146 1.5332 -0.1294
F: -2.0430 1.6288 -1.7053
F: -1.4774 0.1942 0.1429
F: -3.8648 0.3408 -0.4823
F: -2.9421 1.4509 1.5894
F: -3.7157 2.8764 -0.3128
C: 1.7863 2.6788 0.9711
H: 1.8317 2.9687 2.0175
H: 1.3756 3.4758 0.3447
H: 2.7568 2.3412 0.6111